No. 1
The following is a DFT calculation (ωB97M-V/def2-TZVPD) of C5H10O2 in the gas phase.

XYZ file:
```
17
Properties=species:S:1:pos:R:3
C 2.0488 -0.9000 -0.4443
C 1.2036 -0.5746 0.7802
O 0.3582 0.5449 0.5504
C -0.9973 0.2564 0.2922
C -1.7322 1.5887 0.3513
C -1.1731 -0.3831 -1.0795
O -1.8812 -1.3387 -1.2937
H 2.9238 -1.5075 -0.1669
H 1.4813 -1.4439 -1.2093
H 2.4112 0.0324 -0.8846
H 0.6112 -1.4473 1.0923
H 1.8569 -0.2971 1.6151
H -1.4121 -0.4463 1.0312
H -2.8089 1.4570 0.2106
H -1.5480 2.0452 1.3285
H -1.3491 2.2679 -0.4180
H -0.6092 0.1189 -1.8972
```

Output
Structure (SMILES) ... CCO[C@@H](C)C=O
Frontier orbital gap ... 0.3907 Eh
Highest occupied orbital energy ... -9.608 eV
Energy ... -346.9623 hartree
Lowest unoccupied orbital energy ... 0.038 Ha
2S+1 ... 1
Max |F| ... 0.0125 hartree/bohr
Energy relative to the best compared isomer or geometry (same formula, charge and spin) ... 39.6 kcal/mol

***

No. 2
The following is a DFT calculation (ωB97M-V/def2-TZVPD) of 3 unconnected molecules or ions with the total composition C4H8N4OS.

XYZ file:
```
18
Properties=species:S:1:pos:R:3
C -0.7167 -0.3972 -1.6753
C 0.3107 -0.9037 -2.4038
C -0.8070 -1.1311 -0.4172
C -0.3581 2.8901 -0.0117
N 0.7956 -2.0209 -1.6573
N -0.7886 -1.3542 2.1491
N 0.2232 -2.0891 -0.5524
N -0.6187 1.8436 0.6230
O 2.1236 -0.5872 1.5393
S -1.6299 -0.6186 0.9657
H -1.4869 0.2879 -2.0244
H 0.7171 -0.6489 -3.3256
H 0.6483 3.3382 -0.2087
H 1.3353 -1.0386 1.1288
H -1.3343 3.4414 -0.3307
H -1.1462 -1.1857 3.0273
H 2.5541 -1.1989 2.0953
H 0.1784 1.3730 1.0786
```

Output
Frontier orbital gap (alpha / beta) ... 0.2710 / 0.2583 Eh
Highest occupied orbital energy (alpha / beta) ... -9.075 / -9.042 eV
Energy ... -849.4846 hartree
Lowest unoccupied orbital energy (alpha / beta) ... -0.062 / -0.074 Ha
2S+1 ... 1
Max |F| ... 0.0927 hartree/bohr
Energy relative to the best compared isomer or geometry (same formula, charge and spin) ... 72.1 kcal/mol

***

No. 3
The following is a DFT calculation (ωB97M-V/def2-TZVPD) of 6 unconnected molecules or ions with the total composition C33H40F40N2O9P2S2.

XYZ file:
```
128
Properties=species:S:1:pos:R:3
C -2.9760 -1.9164 -2.9820
C -1.8084 -2.5551 -3.7464
N -2.1898 -3.6255 -4.6852
C -2.1421 -4.9479 -4.2195
P -0.2740 -5.4049 -3.9579
S 0.5689 -7.0655 -4.4516
O -2.8226 -5.0756 -2.9019
S -3.0710 -6.6127 -2.6199
O -4.3441 -6.7761 -2.0188
O -1.9084 -7.1727 -2.0285
O -3.1406 -7.0624 -4.1462
C -2.9528 -5.9603 -5.0713
N -2.1848 -6.4205 -6.1853
P -4.7068 -5.5440 -5.6855
C -5.5997 -4.7519 -4.2860
C -7.0850 -4.5094 -4.5979
C -4.3645 -4.2177 -6.9590
C -5.3127 -3.0182 -6.9100
H -2.9682 -0.8335 -3.0967
H -3.9305 -2.2797 -3.3562
H -2.9318 -2.1434 -1.9187
H -1.0894 -2.9708 -3.0413
H -1.2761 -1.7930 -4.3182
H -3.0871 -3.4316 -5.1151
H -0.1943 -5.0504 -2.6002
H 0.2574 -4.2744 -4.5983
H -2.6741 -7.1558 -6.6819
H -1.9978 -5.6582 -6.8255
H -5.5253 -5.4990 -3.4916
H -5.1324 -3.8519 -3.8897
H -7.4457 -5.1609 -5.3951
H -7.2683 -3.4831 -4.9085
H -7.6866 -4.6874 -3.7081
H -4.4777 -4.7197 -7.9202
H -3.3336 -3.8533 -6.9470
H -6.3414 -3.3138 -7.1063
H -5.0333 -2.2962 -7.6773
H -5.2729 -2.5051 -5.9482
F -5.6633 1.6728 0.1994
C -6.1406 1.7377 1.4610
F -6.8695 2.8665 1.5812
C -4.9867 1.7807 2.4709
F -4.2929 2.9257 2.3289
F -5.5992 1.8052 3.6939
C -4.0388 0.5782 2.5123
O -2.8101 0.7231 1.8117
C -2.6585 0.3643 0.5094
F -3.7403 -0.2467 0.0022
F -1.6325 -0.5260 0.4429
C -2.2335 1.5445 -0.3791
F -3.1432 2.5306 -0.3319
F -2.1569 1.0913 -1.6563
H -6.7844 0.8749 1.6500
H -3.7343 0.4969 3.5516
H -4.5578 -0.3390 2.2343
H -1.2575 1.9216 -0.0680
F 1.6679 0.7671 6.2444
C 2.2493 1.0215 5.0550
F 3.4269 1.6509 5.2873
C 1.3699 1.9501 4.2121
F 1.2818 3.1559 4.8097
F 2.0669 2.1196 3.0437
C -0.0161 1.4458 3.7979
O -1.1017 1.8941 4.5838
C -1.5479 1.2183 5.6774
F -0.9109 0.0531 5.8655
F -2.8592 0.9195 5.4461
C -1.5248 2.0869 6.9460
F -0.2688 2.5022 7.1955
F -1.9462 1.3382 7.9872
H 2.4416 0.0861 4.5293
H -0.1900 1.8893 2.8189
H -0.0131 0.3618 3.6766
H -2.1828 2.9484 6.8204
F 4.6703 -3.3035 2.4640
C 3.6826 -3.3616 3.3748
F 2.5971 -2.7311 2.8642
C 4.0866 -2.6416 4.6681
F 4.2315 -1.3220 4.4171
F 3.0031 -2.7866 5.4930
C 5.2870 -3.1762 5.4570
O 6.5157 -2.5112 5.2556
C 7.4021 -2.8872 4.2872
F 7.0116 -4.0015 3.6443
F 8.5797 -3.1648 4.8959
C 7.6912 -1.7433 3.2992
F 6.5496 -1.3366 2.7103
F 8.5276 -2.2004 2.3442
H 3.4252 -4.4044 3.5746
H 5.0366 -2.9797 6.4983
H 5.3755 -4.2559 5.3323
H 8.1531 -0.9057 3.8245
F 1.3509 2.9668 -6.8397
C 1.8665 4.1843 -6.5719
F 3.2086 4.1128 -6.6940
C 1.5225 4.6143 -5.1398
F 2.1317 3.8022 -4.2568
F 2.0691 5.8631 -5.0153
C 0.0396 4.7816 -4.7849
O -0.5717 3.6991 -4.1105
C -1.1903 2.6782 -4.7684
F -1.2449 2.8788 -6.0969
F -2.4681 2.6147 -4.3201
C -0.5550 1.3181 -4.4337
F 0.7466 1.3055 -4.7747
F -1.1931 0.3586 -5.1486
H 1.4812 4.9092 -7.2934
H 0.0231 5.5963 -4.0629
H -0.5333 5.0962 -5.6575
H -0.6613 1.1091 -3.3699
F 4.4851 5.4130 2.6496
C 3.4117 5.4394 3.4661
F 2.4159 6.1019 2.8341
C 3.7391 6.1680 4.7737
F 4.0023 7.4661 4.5297
F 2.5838 6.1021 5.5049
C 4.8216 5.5508 5.6676
O 6.1168 6.1111 5.5696
C 7.0507 5.6457 4.6948
F 6.6402 4.5472 4.0381
F 8.1484 5.2955 5.4138
C 7.5191 6.7387 3.7184
F 6.4772 7.2185 3.0142
F 8.4067 6.1962 2.8560
H 3.0843 4.4194 3.6752
H 4.5006 5.7816 6.6820
H 4.8337 4.4655 5.5602
H 7.9949 7.5501 4.2719
```

Output
Structure (SMILES) ... CCN[C@@]1([PH2]=S)OS(=O)(=O)O[C@@]1(N)P(CC)CC.FC(F)C(F)(F)COC(F)(F)C(F)F.FC(F)C(F)(F)COC(F)(F)C(F)F.FC(F)C(F)(F)COC(F)(F)C(F)F.FC(F)C(F)(F)COC(F)(F)C(F)F.FC(F)C(F)(F)COC(F)(F)C(F)F
Frontier orbital gap ... 0.3110 Eh
Highest occupied orbital energy ... -8.392 eV
Energy ... -7541.8531 hartree
Lowest unoccupied orbital energy ... 0.003 Ha
2S+1 ... 1
Max |F| ... 0.0108 hartree/bohr

***

No. 4
The following is a DFT calculation (ωB97M-V/def2-TZVPD) of 2 unconnected molecules or ions with the total composition C2H8N.

XYZ file:
```
11
Properties=species:S:1:pos:R:3
C -1.5286 1.4507 -1.1075
N 0.9456 -0.2059 0.1751
C 0.8011 -1.3790 0.9824
H -2.1377 0.5361 -1.1681
H -1.9631 2.0301 -0.2281
H -0.4621 1.2599 -0.8695
H 1.7419 0.3669 0.3620
H -1.6573 1.9924 -2.0897
H 0.6701 -2.2560 0.2758
H 1.6925 -1.5428 1.6222
H -0.1385 -1.3750 1.6207
```

Output
Frontier orbital gap ... 0.2166 Eh
Highest occupied orbital energy ... -16.298 eV
Energy ... -135.2763 hartree
Charge ... +1
Lowest unoccupied orbital energy ... -0.382 Ha
2S+1 ... 1
Max |F| ... 0.0840 hartree/bohr
Energy relative to the best compared isomer or geometry (same formula, charge and spin) ... 140.9 kcal/mol

***

No. 5
The following is a DFT calculation (ωB97M-V/def2-TZVPD) of 6 unconnected molecules or ions with the total composition C37H88FN6O13.

XYZ file:
```
145
Properties=species:S:1:pos:R:3
C -0.9201 -0.2838 1.5507
N -1.9535 0.7614 1.9207
C -1.1021 1.9583 2.3046
C -1.7752 2.7447 3.5367
O -0.9686 2.4859 4.7325
C -2.7119 1.0335 0.6641
C -3.7950 -0.1355 0.3154
C -4.2915 -0.9362 1.6097
F -5.6953 -1.2870 1.3649
C -3.5241 2.4120 0.6625
O -4.4172 2.7101 1.5432
O -3.3023 3.3413 -0.3553
H -1.3678 -1.1851 1.0128
H -0.1182 0.1734 0.8382
H -0.3877 -0.6600 2.4911
H -0.0885 1.5671 2.7009
H -0.9092 2.6350 1.4020
H -2.8754 2.4922 3.6881
H -1.7171 3.8686 3.2667
H -1.5917 2.1403 5.4139
H -1.9292 1.0794 -0.1867
H -3.2375 -0.8632 -0.3874
H -4.7087 0.3289 -0.1854
H -4.2964 -0.3016 2.5705
H -3.7165 -1.9191 1.7735
C -12.6721 -1.2429 4.4203
O -12.1944 -2.2748 3.5722
C -11.8279 -1.8015 2.2732
C -10.3237 -1.9621 2.0586
N -9.5736 -1.0224 2.8927
C -8.1300 -1.2813 2.9127
C -7.6644 -2.5908 3.5654
O -7.9014 -2.6493 4.9712
C -9.1788 -3.1471 5.3332
H -13.0130 -1.7005 5.3511
H -11.8736 -0.5341 4.6575
H -13.5148 -0.7186 3.9605
H -12.1491 -0.7687 2.1036
H -12.3541 -2.4333 1.5489
H -10.0878 -1.7773 1.0059
H -10.0588 -2.9988 2.2965
H -9.9223 -1.0757 3.8439
H -7.6718 -0.4520 3.4584
H -7.7451 -1.2331 1.8916
H -6.5779 -2.6393 3.4467
H -8.0612 -3.4791 3.0616
H -9.5587 -3.8833 4.6193
H -9.8887 -2.3247 5.4455
H -9.0865 -3.6310 6.3087
C -3.5518 5.1659 -6.8444
O -2.2760 5.7511 -6.6372
C -2.3245 6.9056 -5.7949
C -1.5777 6.6371 -4.4892
N -2.3095 5.6829 -3.6554
C -1.5415 5.2024 -2.5022
C -0.3004 4.3458 -2.7974
O -0.5978 3.0811 -3.3824
C -0.6882 3.0934 -4.7969
H -3.4386 4.3539 -7.5654
H -3.9430 4.7469 -5.9129
H -4.2556 5.8979 -7.2511
H -3.3506 7.2388 -5.6087
H -1.8098 7.7093 -6.3338
H -1.4591 7.5777 -3.9415
H -0.5815 6.2560 -4.7437
H -2.5703 4.8831 -4.2219
H -2.2285 4.6029 -1.8969
H -1.2483 6.0597 -1.8860
H 0.1707 4.1217 -1.8346
H 0.4550 4.8828 -3.3839
H -0.0266 3.8361 -5.2523
H -1.7211 3.2615 -5.1094
H -0.3964 2.1050 -5.1605
C 3.7348 4.7363 -2.0611
O 4.3720 3.5578 -2.5310
C 5.5963 3.2772 -1.8499
C 5.4672 1.9826 -1.0489
N 4.5737 2.1638 0.0964
C 4.2204 0.9101 0.7657
C 3.3727 -0.0921 -0.0313
O 2.0567 0.3679 -0.3105
C 1.9379 1.1277 -1.5056
H 2.8638 4.9243 -2.6914
H 3.3922 4.6082 -1.0303
H 4.4069 5.5967 -2.1289
H 5.9183 4.1105 -1.2168
H 6.3605 3.1361 -2.6224
H 6.4564 1.6797 -0.6903
H 5.0904 1.2057 -1.7241
H 3.7189 2.6098 -0.2197
H 3.6609 1.1832 1.6652
H 5.1377 0.4156 1.1054
H 3.2483 -0.9793 0.5969
H 3.8724 -0.4384 -0.9427
H 2.6505 0.8133 -2.2737
H 2.0538 2.1921 -1.2913
H 0.9277 0.9848 -1.8954
C 4.4482 -4.4425 6.9956
O 4.7727 -3.2379 6.3200
C 5.8187 -3.4030 5.3602
C 5.2817 -3.1638 3.9499
N 4.3865 -4.2477 3.5405
C 3.6561 -3.9659 2.3019
C 2.6308 -2.8230 2.3383
O 1.5118 -3.0839 3.1784
C 1.6920 -2.7087 4.5354
H 3.7123 -4.2098 7.7674
H 4.0063 -5.1679 6.3062
H 5.3328 -4.8714 7.4752
H 6.3062 -4.3798 5.4436
H 6.5719 -2.6390 5.5819
H 6.1210 -3.1052 3.2495
H 4.7604 -2.2000 3.9476
H 3.7117 -4.4145 4.2794
H 3.1255 -4.8848 2.0368
H 4.3764 -3.7771 1.4980
H 2.2239 -2.7240 1.3268
H 3.0849 -1.8548 2.5747
H 2.3480 -1.8409 4.6459
H 2.0754 -3.5519 5.1145
H 0.7126 -2.4524 4.9453
C 6.0585 -1.2231 -6.4923
O 6.4285 -2.5785 -6.2882
C 7.7980 -2.7302 -5.9096
C 7.8927 -3.2775 -4.4863
N 7.4679 -2.2718 -3.5108
C 7.3091 -2.8023 -2.1549
C 6.1867 -3.8268 -1.9306
O 4.8796 -3.2880 -2.0924
C 4.3872 -3.3251 -3.4237
H 5.0327 -1.2047 -6.8645
H 6.0935 -0.6648 -5.5522
H 6.7072 -0.7491 -7.2343
H 8.3634 -1.7992 -6.0201
H 8.2345 -3.4639 -6.5962
H 8.9279 -3.5665 -4.2788
H 7.2644 -4.1734 -4.4280
H 6.5803 -1.8798 -3.8073
H 7.1153 -1.9440 -1.5049
H 8.2610 -3.2346 -1.8273
H 6.2475 -4.1465 -0.8850
H 6.3162 -4.7346 -2.5295
H 4.7683 -4.1814 -3.9871
H 4.6236 -2.3932 -3.9416
H 3.2988 -3.4022 -3.3766
```

Output
Frontier orbital gap ... 0.2263 Eh
Highest occupied orbital energy ... -4.222 eV
Energy ... -2868.7802 hartree
Charge ... -1
Lowest unoccupied orbital energy ... 0.071 Ha
2S+1 ... 1
Max |F| ... 0.1109 hartree/bohr
Energy relative to the best compared isomer or geometry (same formula, charge and spin) ... 36.4 kcal/mol

***

No. 6
The following is a DFT calculation (ωB97M-V/def2-TZVPD) of a molecular structure, C12H36LiO6S6.

XYZ file:
```
61
Properties=species:S:1:pos:R:3
Li -0.4178 -0.0743 0.7248
C 1.2252 0.0237 -2.7242
S 0.9442 -0.5603 -4.3542
O -0.4948 -0.2593 -4.8352
C 2.1532 0.4937 -5.1512
H 0.0792 -0.3903 -2.1912
H 0.9432 1.0967 -2.4582
H 2.1792 -0.4483 -2.3182
H 1.9162 1.6477 -4.8772
H 2.2542 0.6097 -6.2692
H 3.0312 0.1507 -4.7672
C -3.0308 1.9567 2.2898
S -2.3088 3.1347 3.4148
O -1.9118 2.2737 4.6468
C -0.6848 3.3207 2.5968
H -2.4448 1.0697 2.2108
H -2.9968 2.1717 1.4108
H -3.8598 1.7617 2.7148
H -1.1688 3.7297 1.6428
H -0.2908 2.3497 2.6488
H -0.0128 3.9757 3.0218
C 1.9292 -3.5643 -1.3122
S 0.7712 -3.1813 -0.0042
O 0.6862 -1.6453 0.0548
C -0.6368 -3.7313 -0.8272
H 3.0032 -3.2963 -1.2152
H 1.7562 -3.0103 -2.2842
H 1.9602 -4.7903 -1.5882
H -0.5948 -4.6533 -1.2132
H -0.9308 -2.9793 -1.5862
H -1.5368 -3.5113 -0.0962
C 2.2892 3.1647 -0.4312
S 1.3672 2.4217 0.8868
O 0.2012 1.6857 0.2938
C 2.5092 1.0187 1.1718
H 1.9042 4.1847 -0.8262
H 2.4972 2.4487 -1.2812
H 3.4322 3.3127 -0.0122
H 2.1742 0.3577 1.9168
H 3.3802 1.6207 1.6728
H 2.7282 0.4157 0.1498
C -2.1718 -0.5033 -2.6352
S -2.2768 0.4107 -1.1172
O -1.3338 -0.3083 -0.1542
C -1.4448 1.9117 -1.7222
H -2.6938 -1.4513 -2.4022
H -1.1888 -1.2003 -3.0632
H -2.5998 0.0817 -3.4512
H -1.4378 2.7147 -1.0522
H -2.0028 2.1917 -2.5512
H -0.4698 1.5827 -2.1122
C -0.2558 -1.2233 5.0178
S -1.3718 -1.2463 3.6648
O -0.6468 -0.5283 2.5448
C -1.1658 -2.9393 3.1178
H 0.8552 -1.4003 4.9588
H -0.3358 -2.2333 5.6318
H -0.2378 -0.5253 5.5278
H -1.6428 -3.0003 2.1958
H -1.4458 -3.5353 3.9108
H -0.1268 -3.0983 2.8438
```

Output
Frontier orbital gap ... 0.3232 Eh
Highest occupied orbital energy ... -10.852 eV
Energy ... -3326.1967 hartree
Charge ... +1
Lowest unoccupied orbital energy ... -0.076 Ha
2S+1 ... 1
Max |F| ... 0.3142 hartree/bohr
Energy relative to the best compared isomer or geometry (same formula, charge and spin) ... 152.8 kcal/mol

***

No. 7
The following is a DFT calculation (ωB97M-V/def2-TZVPD) of C5H9N in the gas phase.

XYZ file:
```
15
Properties=species:S:1:pos:R:3
C 0.7182 -1.9368 -1.1728
C -0.1410 -1.4820 -0.2546
C -0.2598 -0.0672 0.1030
C -1.6316 0.4784 0.3470
C 0.8722 0.6318 0.2020
N 0.9692 1.9685 0.5909
H 1.3874 -1.2756 -1.7495
H 0.9630 -2.9917 -1.2262
H -0.6795 -2.2621 0.2965
H -2.4398 0.1632 -0.3047
H -1.7541 1.5287 0.0017
H -1.9693 0.3741 1.3975
H 1.8504 0.2153 -0.0304
H 0.2318 2.2796 1.1952
H 1.8829 2.3757 0.6045
```

Output
Structure (SMILES) ... C=C/C(C)=C/N
Frontier orbital gap ... 0.3187 Eh
Highest occupied orbital energy ... -7.648 eV
Energy ... -250.6153 hartree
Lowest unoccupied orbital energy ... 0.038 Ha
2S+1 ... 1
Max |F| ... 0.0336 hartree/bohr
Energy relative to the best compared isomer or geometry (same formula, charge and spin) ... 32.4 kcal/mol

***

Question: Which value of max |F| does entry 6 give?
Answer: 0.3142 hartree/bohr

***

Question: energy of number 5 (C37H88FN6O13)?
Answer: -2868.7802 hartree

***

Copy entry 7 word for word.
The following is a DFT calculation (ωB97M-V/def2-TZVPD) of C5H9N in the gas phase.

XYZ file:
```
15
Properties=species:S:1:pos:R:3
C 0.7182 -1.9368 -1.1728
C -0.1410 -1.4820 -0.2546
C -0.2598 -0.0672 0.1030
C -1.6316 0.4784 0.3470
C 0.8722 0.6318 0.2020
N 0.9692 1.9685 0.5909
H 1.3874 -1.2756 -1.7495
H 0.9630 -2.9917 -1.2262
H -0.6795 -2.2621 0.2965
H -2.4398 0.1632 -0.3047
H -1.7541 1.5287 0.0017
H -1.9693 0.3741 1.3975
H 1.8504 0.2153 -0.0304
H 0.2318 2.2796 1.1952
H 1.8829 2.3757 0.6045
```

Output
Structure (SMILES) ... C=C/C(C)=C/N
Frontier orbital gap ... 0.3187 Eh
Highest occupied orbital energy ... -7.648 eV
Energy ... -250.6153 hartree
Lowest unoccupied orbital energy ... 0.038 Ha
2S+1 ... 1
Max |F| ... 0.0336 hartree/bohr
Energy relative to the best compared isomer or geometry (same formula, charge and spin) ... 32.4 kcal/mol